[1]
Molecular formula: C22H14BrN4O7RuS
Method: DFT, ωB97M-V/def2-TZVPD

Each line ends with the Löwdin charge.
Positions of all 50 atoms, in Å:
Ru (0.55, 0.37, -0.71)  1.279
N (-0.22, 4.64, -2.12)  0.026
C (-0.34, 3.36, -1.62)  -0.910
S (0.36, 2.11, -2.61)  0.551
N (-0.99, 3.19, -0.52)  -0.056
N (-0.99, 1.99, 0.09)  -0.076
C (-2.08, 1.70, 0.73)  -0.110
C (-2.35, 0.50, 1.44)  -0.181
C (-3.65, 0.29, 1.93)  -0.072
C (-4.01, -0.89, 2.54)  -0.112
C (-3.07, -1.91, 2.66)  -0.092
C (-1.78, -1.73, 2.24)  -0.019
C (-1.35, -0.52, 1.62)  -0.390
O (-0.14, -0.39, 1.27)  -0.146
H (0.04, 4.66, -3.09)  0.046
H (-0.94, 5.28, -1.84)  0.074
H (-2.91, 2.41, 0.65)  0.126
H (-4.38, 1.08, 1.81)  0.103
H (-5.02, -1.04, 2.89)  0.092
H (-3.37, -2.85, 3.11)  0.101
H (-1.05, -2.52, 2.34)  0.114
O (-6.14, -2.46, -0.64)  -0.061
C (-5.11, -3.12, -0.66)  -0.721
O (-4.92, -4.33, -0.51)  -0.043
C (-3.80, -2.28, -0.94)  -0.089
C (-3.90, -0.92, -1.23)  -0.012
C (-2.75, -0.21, -1.51)  -0.149
N (-1.54, -0.76, -1.49)  0.065
C (-1.45, -2.06, -1.22)  -0.185
C (-2.55, -2.86, -0.96)  0.049
C (-0.03, -2.68, -1.25)  -0.643
O (0.04, -3.91, -1.32)  0.017
O (0.92, -1.86, -1.23)  -0.099
H (-4.87, -0.44, -1.22)  0.109
H (-2.80, 0.84, -1.79)  0.102
H (-2.42, -3.92, -0.79)  0.124
Br (9.32, 0.71, 1.03)  0.655
C (7.44, 0.76, 0.65)  -0.687
C (7.03, 0.92, -0.66)  -0.135
C (5.68, 0.96, -0.93)  -0.015
C (4.75, 0.85, 0.10)  -0.115
C (5.19, 0.71, 1.40)  -0.015
C (6.54, 0.66, 1.69)  -0.133
C (3.25, 0.83, -0.20)  -0.667
O (2.48, 1.05, 0.75)  -0.033
O (2.91, 0.58, -1.37)  -0.090
H (7.76, 1.01, -1.46)  0.093
H (5.32, 1.06, -1.95)  0.117
H (4.46, 0.64, 2.19)  0.118
H (6.89, 0.52, 2.71)  0.094

Output
**Kohn-Sham gap (alpha / beta)**: 5.97 / 6.02 eV
**LUMO (alpha / beta)**: 0.12488 / 0.12488 Eh
**Spin multiplicity**: 2
**Energy relative to the best compared isomer or geometry (same formula, charge and spin)**: 89.2 kcal per mole
**Charge**: -2
**Total energy**: -126796.1086 eV


[2]
Molecular formula: C22H14F3N2O6S2
Method: DFT, ωB97M-V/def2-TZVPD

Each line ends with the Löwdin charge.
Positions of all 49 atoms, in Å:
C (1.15, 2.07, -4.94)  -0.094
C (0.14, 1.82, -4.04)  -0.082
C (0.39, 1.06, -2.92)  -0.066
C (1.65, 0.56, -2.70)  -0.300
S (1.95, -0.46, -1.25)  0.772
C (2.45, 0.75, -0.03)  -0.201
C (2.78, 0.37, 1.24)  -0.323
C (3.17, 1.35, 2.21)  -0.059
C (3.50, 0.99, 3.48)  -0.039
C (3.47, -0.35, 3.86)  -0.203
N (3.83, -0.73, 5.22)  -0.372
O (3.78, -1.92, 5.53)  -0.006
O (4.16, 0.16, 6.01)  -0.009
C (3.10, -1.33, 2.95)  -0.024
C (2.76, -0.99, 1.67)  -0.048
O (0.62, -0.99, -0.78)  -0.390
O (3.17, -1.31, -1.54)  -0.378
C (2.66, 0.81, -3.58)  -0.060
C (2.42, 1.57, -4.71)  -0.081
H (0.95, 2.66, -5.83)  0.099
H (-0.86, 2.20, -4.23)  0.099
H (-0.40, 0.83, -2.22)  0.093
H (2.49, 1.78, -0.31)  0.062
H (3.20, 2.38, 1.91)  0.097
H (3.80, 1.72, 4.21)  0.105
H (3.08, -2.36, 3.28)  0.108
H (2.47, -1.75, 0.96)  0.085
H (3.64, 0.39, -3.40)  0.113
H (3.21, 1.76, -5.42)  0.101
F (-10.47, 2.80, 2.66)  0.096
C (-9.21, 2.53, 2.30)  -0.853
F (-8.83, 3.29, 1.27)  0.109
F (-8.37, 2.67, 3.33)  0.110
S (-9.15, 0.80, 1.77)  1.146
N (-7.51, 0.83, 1.41)  -0.279
C (-6.52, 0.50, 2.33)  -0.412
O (-6.64, 0.15, 3.48)  0.122
C (-5.25, 0.67, 1.60)  -0.082
C (-5.54, 1.06, 0.30)  -0.085
C (-4.53, 1.31, -0.61)  0.011
C (-3.22, 1.15, -0.19)  -0.040
C (-2.93, 0.76, 1.11)  -0.031
C (-3.94, 0.51, 2.02)  0.019
C (-7.00, 1.16, 0.16)  -0.414
O (-7.60, 1.45, -0.85)  0.118
H (-4.78, 1.62, -1.61)  0.122
H (-2.42, 1.33, -0.88)  0.099
H (-1.90, 0.63, 1.41)  0.120
H (-3.74, 0.22, 3.03)  0.126

Output
**Kohn-Sham gap**: 4.43 eV
**LUMO**: 0.03511 Eh
**Spin multiplicity**: 1
**Energy relative to the best compared isomer or geometry (same formula, charge and spin)**: 0.0 kcal per mole
**Charge**: -1
**Total energy**: -68127.7795 eV


[3]
Molecular formula: C22H15BrCl2CsINO4S
Method: DFT, ωB97M-V/def2-TZVPD

Each line ends with the Löwdin charge.
Positions of all 48 atoms, in Å:
Cs (0.46, 0.01, 0.17)  1.541
Cl (4.09, -2.19, -1.73)  0.668
C (2.71, -3.22, -1.86)  -0.611
C (2.74, -4.28, -2.73)  -0.154
C (1.64, -5.10, -2.86)  -0.640
Cl (1.74, -6.45, -3.96)  0.631
C (0.46, -4.83, -2.17)  -0.190
C (-0.74, -5.57, -2.30)  -0.045
C (-1.87, -5.15, -1.67)  -0.071
C (-1.80, -4.00, -0.87)  -0.155
N (-0.70, -3.32, -0.67)  0.116
C (0.42, -3.70, -1.29)  -0.153
C (1.60, -2.89, -1.03)  -0.475
O (1.63, -1.99, -0.17)  -0.536
H (3.63, -4.47, -3.32)  0.097
H (-0.73, -6.45, -2.93)  0.079
H (-2.81, -5.68, -1.78)  0.094
H (-2.69, -3.62, -0.37)  0.100
C (0.42, 4.73, -5.82)  -0.060
C (0.12, 4.24, -4.43)  -0.288
C (-0.64, 3.10, -4.22)  -0.043
C (-0.91, 2.65, -2.94)  -0.053
C (-0.43, 3.35, -1.85)  -0.257
C (0.33, 4.49, -2.04)  -0.055
C (0.60, 4.93, -3.32)  -0.045
S (-0.74, 2.78, -0.17)  0.349
O (0.59, 2.47, 0.36)  -0.663
O (-1.42, 3.85, 0.53)  -0.325
O (-1.53, 1.55, -0.31)  -0.610
H (-0.32, 4.38, -6.52)  0.070
H (1.40, 4.36, -6.14)  0.080
H (0.44, 5.81, -5.85)  0.072
H (-1.02, 2.55, -5.08)  0.109
H (-1.52, 1.78, -2.77)  0.108
H (0.69, 5.01, -1.17)  0.116
H (1.20, 5.83, -3.47)  0.108
Br (0.04, -2.67, 7.04)  0.699
C (-0.33, -0.82, 7.17)  -0.742
C (-0.47, -0.27, 8.44)  -0.145
C (-0.74, 1.07, 8.58)  -0.090
C (-0.89, 1.87, 7.46)  -0.087
C (-0.75, 1.32, 6.19)  -0.146
C (-0.47, -0.03, 6.03)  -0.697
I (-0.25, -0.84, 4.06)  0.899
H (-0.35, -0.91, 9.31)  0.095
H (-0.85, 1.50, 9.57)  0.102
H (-1.11, 2.92, 7.56)  0.104
H (-0.86, 1.94, 5.32)  0.100

Output
**Kohn-Sham gap**: 6.23 eV
**LUMO**: 0.07360 Eh
**Spin multiplicity**: 1
**Energy relative to the best compared isomer or geometry (same formula, charge and spin)**: 11.7 kcal per mole
**Charge**: -1
**Total energy**: -147311.3220 eV


[4]
Molecular formula: C22H15BrClNO7RhS
Method: DFT, ωB97M-V/def2-TZVPD

Each line ends with the Löwdin charge.
Positions of all 49 atoms, in Å:
Rh (-0.06, 0.33, 1.01)  1.221
O (1.13, 2.81, 4.10)  -0.326
Cl (1.25, 1.46, 3.67)  0.638
O (2.17, 0.74, 4.50)  -0.338
O (1.73, 1.42, 2.29)  -0.407
O (-0.04, 0.81, 3.69)  -0.386
S (-3.32, -2.66, 1.59)  0.960
C (-4.06, -1.24, 0.86)  -0.385
C (-3.16, -0.21, 0.65)  -0.191
C (-1.86, -0.51, 1.04)  -0.237
C (-1.78, -1.86, 1.60)  -0.457
C (-0.58, -2.38, 2.06)  -0.288
C (-0.36, -3.69, 2.56)  -0.029
C (0.88, -4.04, 3.01)  -0.080
C (1.92, -3.09, 2.98)  -0.049
C (1.66, -1.82, 2.47)  -0.116
N (0.47, -1.47, 2.01)  -0.015
H (-5.11, -1.27, 0.60)  0.053
H (-3.45, 0.73, 0.20)  0.101
H (-1.19, -4.39, 2.57)  0.096
H (1.07, -5.04, 3.39)  0.099
H (2.91, -3.33, 3.33)  0.096
H (2.43, -1.06, 2.43)  0.109
Br (-2.95, 6.18, -0.61)  0.660
C (-2.18, 4.50, -0.13)  -0.705
C (-1.80, 3.62, -1.13)  -0.145
C (-1.24, 2.40, -0.78)  -0.107
C (-1.05, 2.05, 0.56)  -0.249
C (-1.47, 2.94, 1.54)  -0.093
C (-2.03, 4.17, 1.20)  -0.137
H (-1.94, 3.88, -2.17)  0.093
H (-0.94, 1.73, -1.57)  0.096
H (-1.37, 2.69, 2.59)  0.086
H (-2.33, 4.87, 1.98)  0.096
O (-0.27, -1.73, -3.50)  0.075
C (0.94, -1.18, -3.76)  -0.259
C (1.52, -1.30, -5.02)  -0.039
C (2.74, -0.71, -5.31)  -0.103
C (3.39, 0.04, -4.34)  -0.098
C (2.81, 0.18, -3.09)  -0.019
C (1.60, -0.43, -2.77)  -0.059
C (1.04, -0.23, -1.39)  -0.608
O (1.36, 0.82, -0.78)  -0.062
O (0.31, -1.11, -0.87)  -0.012
H (-0.56, -2.22, -4.27)  0.103
H (1.00, -1.87, -5.79)  0.106
H (3.16, -0.81, -6.30)  0.097
H (4.34, 0.51, -4.56)  0.095
H (3.29, 0.78, -2.32)  0.119

Output
**Kohn-Sham gap (alpha / beta)**: 5.40 / 5.96 eV
**LUMO (alpha / beta)**: 0.08860 / 0.00906 Eh
**Spin multiplicity**: 5
**Charge**: -1
**Total energy**: -135279.9783 eV